Entry 1:
ORCA calculation (ωB97M-V with the def2-TZVPD basis set) on an isolated molecule of C2H5OP.

multiplicity	3
LUMO energy (alpha / beta)	0.55 / -2.07	eV
HOMO level (alpha / beta)	-4.87 / -9.55	eV
⟨S²⟩	2.008
Kohn-Sham gap (alpha / beta)	5.42 / 7.48	eV

Last column: Mulliken charge in e.
Positions of all 9 atoms, in Å:
C (-0.20, 0.73, 0.35)  -0.579
C (1.05, 0.34, 0.33)  -0.121
O (1.53, -0.56, -0.62)  -0.489
P (-1.37, -0.02, -0.93)  -0.125
H (-0.71, 1.45, 0.87)  0.509
H (-2.97, -0.13, -0.41)  0.069
H (1.77, 0.78, 1.08)  0.334
H (2.29, -1.17, -0.29)  0.357
H (-1.39, -1.43, -0.38)  0.045

***

Entry 2:
ORCA calculation (ωB97M-V with the def2-TZVPD basis set) on an isolated molecule of C5H9N3.

LUMO energy (alpha / beta)	0.65 / 0.65	eV
HOMO level (alpha / beta)	-7.10 / -7.10	eV
Kohn-Sham gap (alpha / beta)	7.75 / 7.75	eV

Last column: Mulliken charge in e.
Positions of all 17 atoms, in Å:
C (-0.40, 0.59, -0.33)  0.628
C (0.29, -0.59, -0.80)  0.322
N (-0.14, 1.76, -1.00)  -0.475
N (-1.52, -0.44, 1.67)  -0.539
C (-0.77, 0.57, 1.01)  -0.773
C (1.06, -0.82, 0.68)  -0.084
C (0.35, -1.18, -1.98)  -0.868
N (2.02, -0.22, 1.24)  -0.700
H (0.64, 1.80, -1.63)  0.239
H (-0.34, 2.62, -0.50)  0.219
H (-1.36, -1.36, 1.28)  0.205
H (-2.51, -0.23, 1.71)  0.228
H (2.02, 0.80, 1.13)  0.240
H (-0.86, 1.53, 1.50)  0.384
H (0.90, -1.87, 0.90)  0.382
H (-0.26, -0.84, -2.80)  0.292
H (0.90, -2.11, -2.10)  0.299

***

Entry 3:
ORCA calculation (ωB97M-V with the def2-TZVPD basis set) on a 2-piece molecular cluster, C3H13N2O overall.

total charge	+2
multiplicity	2
LUMO energy (alpha / beta)	-6.78 / -13.16	eV
HOMO level (alpha / beta)	-17.70 / -17.57	eV
⟨S²⟩	0.754
Kohn-Sham gap (alpha / beta)	10.92 / 4.41	eV

Last column: Mulliken charge in e.
Positions of all 19 atoms, in Å:
N (-0.75, 1.78, 2.31)  -0.306
C (-0.51, 0.88, 1.11)  -0.462
C (0.97, 0.52, 1.03)  -0.723
N (1.19, -0.52, 0.02)  -0.524
H (-0.46, 1.32, 3.18)  0.359
H (-0.13, 2.60, 2.24)  0.365
H (-1.71, 2.13, 2.37)  0.366
H (-1.11, -0.01, 1.28)  0.316
H (-0.84, 1.44, 0.24)  0.306
H (1.54, 1.43, 0.78)  0.381
H (1.31, 0.21, 2.02)  0.425
H (1.82, -0.18, -0.70)  0.304
H (1.70, -1.30, 0.42)  0.242
C (-0.26, -1.50, -2.88)  -0.262
O (-0.73, -2.68, -2.31)  -0.079
H (-0.82, -0.63, -2.52)  0.273
H (0.80, -1.40, -2.59)  0.233
H (-0.34, -1.55, -3.99)  0.338
H (-1.67, -2.55, -2.02)  0.450

***

Entry 4:
ORCA calculation (ωB97M-V with the def2-TZVPD basis set) on a 2-piece molecular cluster, C5H12OSi overall.

LUMO energy (alpha / beta)	0.10 / 0.08	eV
HOMO level (alpha / beta)	-7.24 / -7.29	eV
Kohn-Sham gap (alpha / beta)	7.35 / 7.38	eV

Last column: Mulliken charge in e.
Positions of all 19 atoms, in Å:
C (-0.61, -1.17, -3.20)  -0.575
C (0.33, -0.48, -2.59)  -0.287
C (-0.85, 0.42, 2.18)  -1.251
C (1.55, -0.28, 1.51)  -1.205
C (0.09, -0.18, 1.20)  0.038
O (-1.70, 1.43, -1.77)  -0.499
Si (-0.15, 0.94, -1.57)  0.440
H (-0.63, -2.22, -3.43)  0.247
H (-1.53, -0.71, -3.13)  0.283
H (1.36, -0.75, -2.45)  0.337
H (-0.73, 1.50, 2.23)  0.316
H (-1.84, 0.31, 1.85)  0.345
H (-0.68, 0.10, 3.32)  0.282
H (1.73, -0.45, 2.55)  0.401
H (2.09, 0.67, 1.36)  0.273
H (1.89, -1.06, 0.90)  0.326
H (-0.33, -1.09, 0.94)  0.351
H (-2.50, 0.97, -1.49)  0.329
H (0.58, 2.14, -1.86)  -0.151

***

Entry 5:
ORCA calculation (ωB97M-V with the def2-TZVPD basis set) on C22H22AsBr2GaN2O8S2 as an isolated structure.

LUMO energy	-0.04	eV
HOMO level	-7.73	eV
Kohn-Sham gap	7.68	eV

Last column: Mulliken charge in e.
Positions of all 60 atoms, in Å:
Ga (0.16, 0.09, 0.32)  1.051
Br (-1.71, -2.75, 3.86)  -0.188
C (-1.64, -0.87, 3.84)  -0.121
C (-2.07, -0.13, 4.94)  -0.445
C (-1.99, 1.24, 4.90)  0.074
Br (-2.57, 2.23, 6.43)  -0.245
C (-1.48, 1.93, 3.78)  0.088
C (-1.35, 3.32, 3.65)  -0.759
C (-0.81, 3.84, 2.50)  -1.122
C (-0.40, 2.98, 1.47)  -0.141
N (-0.50, 1.68, 1.58)  0.046
C (-1.05, 1.15, 2.68)  0.812
C (-1.13, -0.28, 2.70)  0.250
O (-0.71, -0.96, 1.68)  -0.108
H (-2.44, -0.64, 5.82)  0.437
H (-1.66, 3.96, 4.46)  0.353
H (-0.70, 4.91, 2.37)  0.417
H (0.02, 3.35, 0.54)  0.597
O (2.62, 1.85, -2.22)  -0.610
As (2.52, 0.22, -1.60)  -0.333
O (0.91, -0.28, -2.36)  0.170
O (1.87, 0.47, -0.05)  -0.024
C (0.26, 0.09, -3.48)  -0.132
C (0.60, -0.40, -4.74)  -0.553
C (-0.25, -0.16, -5.81)  -0.537
C (-1.44, 0.53, -5.63)  -0.698
C (-1.75, 1.06, -4.39)  -0.451
C (-0.89, 0.86, -3.33)  -0.125
S (-1.14, 1.55, -1.71)  2.002
O (-1.34, 0.35, -0.80)  -0.721
O (-2.32, 2.36, -1.74)  -0.799
O (0.07, 2.26, -1.33)  -0.697
H (1.82, 2.30, -1.89)  0.440
H (1.52, -0.97, -4.86)  0.457
H (0.01, -0.54, -6.78)  0.410
H (-2.11, 0.67, -6.46)  0.413
H (-2.66, 1.61, -4.21)  0.551
C (4.87, 1.61, 3.40)  -1.074
C (4.06, 0.33, 3.64)  -0.402
C (2.74, 0.44, 3.09)  0.225
N (1.67, 0.53, 2.70)  -0.297
H (5.87, 1.48, 3.81)  0.342
H (4.41, 2.46, 3.90)  0.316
H (4.96, 1.82, 2.34)  0.296
H (3.96, 0.14, 4.71)  0.279
H (4.55, -0.52, 3.17)  0.261
O (0.55, -1.84, -0.36)  -0.413
S (-0.31, -3.07, -0.21)  0.214
C (-1.92, -2.68, -1.01)  -0.292
C (-1.75, -2.97, -2.49)  0.075
C (-0.97, -4.28, -2.57)  -0.791
C (0.24, -4.07, -1.68)  -0.562
H (-2.13, -1.64, -0.81)  -0.053
H (-2.67, -3.32, -0.54)  0.628
H (-1.18, -2.17, -2.96)  -0.351
H (-2.71, -3.05, -3.00)  0.474
H (-0.67, -4.52, -3.59)  0.397
H (-1.58, -5.10, -2.19)  0.348
H (1.01, -3.46, -2.16)  0.179
H (0.68, -5.00, -1.33)  0.444

***

Energy in eV, matching the order above: -13484.2500, -9797.0187, -8329.2448, -15301.5314, -317505.3671
Energy relative to the best compared isomer or geometry (same formula, charge and spin) in eV, matching the order above: 3.2915, 4.4482, 1.6591, 3.7727, 0.4840